Arrangement A

Formula: C5H9O7
Source: OMol25
Level of theory: ωB97M-V/def2-TZVPD

Positions of all 21 atoms, in Å:
H  1.26263  1.43507  1.76519
C  1.62413  1.40306  0.33991
O  2.49463  1.94896  -0.20748
C  0.63501  0.33691  -0.25215
C  1.28246  -0.73241  -1.04244
C  -0.32461  -0.12009  0.95643
C  -1.04516  -1.45941  0.75165
O  -1.84658  -1.39801  -0.41157
O  -2.90557  -0.38463  -0.03722
O  0.35867  -0.06355  2.23254
O  0.71493  1.29983  2.57956
O  -0.26658  1.11737  -1.06512
O  0.54570  1.79776  -2.16238
H  1.93178  -1.34247  -0.40024
H  0.43775  -1.29248  -1.43499
H  1.90839  -0.28172  -1.81820
H  -1.05942  0.64153  1.13313
H  -0.26067  -2.23089  0.62377
H  -1.65365  -1.63696  1.65075
H  -3.71297  -0.88204  -0.28060
H  -0.12086  1.84417  -2.92052

Calculated values
Multiplicity: 2
Orbital gap (alpha / beta), eV: 8.8 / 9.4
E_HOMO (alpha / beta), eV: -8.344 / -10.023

Arrangement B

Formula: C5H9O7
Source: OMol25
Level of theory: ωB97M-V/def2-TZVPD

Positions of all 21 atoms, in Å:
H  3.47628  -0.81382  0.74558
O  3.35716  -0.45880  -0.16353
O  1.93062  -0.81569  -0.35743
C  1.23026  0.38776  -0.55829
C  -0.28518  0.07155  -0.34922
C  -1.00822  1.38497  -0.57805
C  -0.54673  -0.58143  1.06949
C  -1.98543  -0.80371  1.46073
O  -2.98613  -0.21313  1.09939
O  -0.17561  0.16326  2.26217
O  1.14886  0.37499  2.34068
O  -0.71262  -0.94456  -1.24108
O  -0.35325  -0.43415  -2.59651
H  1.58229  1.18518  0.11705
H  1.33696  0.71705  -1.60412
H  -0.71889  2.12693  0.18169
H  -0.70836  1.74485  -1.56889
H  -2.09180  1.24096  -0.54101
H  -0.04096  -1.55709  1.07053
H  -2.04351  -1.51293  2.31749
H  -0.40576  -1.26217  -3.10667

Calculated values
Multiplicity: 2
Orbital gap (alpha / beta), eV: 10.2 / 8.5
E_HOMO (alpha / beta), eV: -10.032 / -10.042

arrangement B is the most stable structure shown above.